{"formula": "C39H47BCaN9S7", "method": "ωB97M-V with the def2-TZVPD basis set", "lumo_energy_ev": 2.24, "homo_lumo_gap_ev": 6.78, "total_charge": -1, "total_energy_ev": -149590.4300, "symbols": ["Ca", "C", "C", "C", "C", "N", "C", "C", "N", "B", "N", "C", "C", "N", "C", "S", "C", "C", "C", "C", "N", "C", "C", "N", "C", "S", "C", "C", "C", "C", "C", "S", "H", "H", "H", "H", "H", "H", "H", "H", "H", "H", "H", "H", "H", "H", "H", "H", "H", "H", "H", "H", "H", "H", "H", "H", "H", "H", "H", "H", "H", "H", "H", "H", "H", "H", "C", "C", "C", "C", "C", "C", "C", "C", "C", "S", "C", "N", "H", "H", "H", "H", "H", "H", "H", "H", "S", "C", "S", "C", "N", "N", "C", "C", "C", "C", "C", "C", "S", "H", "H", "H", "H", "H"], "xyz": [[0.6313, 1.1127, 0.1292], [-1.2168, -3.2467, 5.5196], [-0.8691, -2.0042, 4.6896], [-0.0886, -0.9980, 5.5429], [-2.1920, -1.3935, 4.2376], [0.0239, -2.4451, 3.5754], [1.1546, -3.1936, 3.8862], [1.7646, -3.4900, 2.7326], [1.0449, -2.9200, 1.7050], [1.5194, -3.2221, 0.2576], [2.7998, -2.4507, -0.1823], [3.5074, -2.9862, -1.2391], [4.4954, -2.1404, -1.5548], [4.4167, -1.0636, -0.6822], [3.3538, -1.2552, 0.1539], [2.8468, -0.2420, 1.4408], [5.4475, 0.0252, -0.8023], [6.8208, -0.6331, -0.6318], [5.3080, 0.6363, -2.1973], [5.3272, 1.1408, 0.2294], [0.3431, -3.1353, -0.7469], [-0.5922, -4.1496, -0.7191], [-1.5952, -3.8162, -1.5481], [-1.2779, -2.5820, -2.1009], [-0.0744, -2.1810, -1.6023], [0.7943, -0.7628, -2.0174], [-2.1723, -1.8258, -3.0386], [-1.4969, -1.7053, -4.4027], [-2.5188, -0.4559, -2.4492], [-3.4759, -2.6059, -3.2066], [-0.0108, -2.2373, 2.2177], [-1.1361, -1.2956, 1.3350], [-1.8888, -2.9549, 6.3283], [-0.3426, -3.7154, 5.9696], [-1.7255, -3.9844, 4.8969], [-0.7628, -0.5008, 6.2431], [0.3767, -0.2423, 4.9098], [0.6992, -1.4879, 6.1191], [-2.7779, -1.2174, 5.1434], [-2.7451, -2.0682, 3.5857], [-2.0693, -0.4585, 3.7041], [1.4260, -3.4404, 4.8949], [2.6578, -4.0595, 2.5422], [1.8433, -4.3932, 0.2574], [3.2251, -3.9267, -1.6807], [5.2358, -2.2011, -2.3298], [7.0300, -1.3768, -1.4012], [6.8918, -1.1160, 0.3452], [7.5911, 0.1372, -0.6933], [5.4490, -0.1050, -2.9866], [6.0640, 1.4149, -2.3223], [4.3273, 1.0984, -2.3082], [5.3785, 0.7678, 1.2497], [4.4078, 1.7075, 0.1075], [6.1735, 1.8103, 0.0522], [-0.4690, -5.0094, -0.0834], [-2.5038, -4.3398, -1.7709], [-0.5464, -1.1837, -4.3222], [-2.1514, -1.1406, -5.0713], [-1.3281, -2.6949, -4.8358], [-1.7070, 0.2577, -2.5465], [-2.7688, -0.5434, -1.3894], [-3.3902, -0.0516, -2.9682], [-3.3186, -3.5861, -3.6627], [-4.1205, -2.0288, -3.8689], [-4.0000, -2.7274, -2.2565], [-0.1303, 2.0205, 3.2438], [0.7961, 3.0970, 2.7680], [1.2046, 4.1083, 3.6667], [2.0296, 5.0914, 3.2256], [2.4674, 5.0968, 1.8839], [3.3146, 6.1188, 1.3973], [3.7076, 6.0856, 0.0913], [3.2804, 5.0481, -0.7546], [2.4568, 4.0205, -0.3311], [1.9922, 2.7743, -1.4609], [2.0299, 4.0495, 1.0397], [1.1958, 3.0573, 1.5117], [-0.3453, 2.1266, 4.3070], [0.2952, 1.0271, 3.0813], [-1.0724, 2.0645, 2.6914], [0.8537, 4.0780, 4.6898], [2.3643, 5.8808, 3.8907], [3.6312, 6.9075, 2.0699], [4.3516, 6.8619, -0.3059], [3.5980, 5.0373, -1.7899], [-7.6183, 1.8538, -0.2099], [-5.9840, 1.9707, -0.5516], [-4.8536, 2.3631, 0.6960], [-3.5156, 2.3034, -0.4230], [-3.8957, 2.0119, -1.6239], [-5.2745, 1.8151, -1.6971], [-5.7337, 1.4549, -3.0056], [-4.8270, 1.5403, -4.0681], [-5.2180, 1.1783, -5.3456], [-6.5080, 0.7278, -5.5965], [-7.4021, 0.6514, -4.5426], [-7.0300, 1.0108, -3.2522], [-1.9165, 2.6103, 0.1104], [-3.8264, 1.8952, -3.8807], [-4.4992, 1.2541, -6.1527], [-6.8081, 0.4423, -6.5975], [-8.4153, 0.3057, -4.7118], [-7.7388, 0.9414, -2.4455]]}